ORCA calculation (wB97M-V/def2-TZVPD) on a 5-piece molecular cluster, C46H63F9N2O11S2 overall in a non-equilibrium geometry.

LUMO = 0.21 eV
Strongest force on any atom = 2.0 eV Å⁻¹
Highest occupied orbital energy = -0.2995 Ha
Calculated total energy = -120350.2075 eV
SMILES string = [H]/N=C\Cc1cccc2c1N(CCC(F)(F)C(F)(F)S(F)(F)(F)(F)F)c1c(cc(OCCC)c(COO)c1Cc1ccc(C)cc1)S2.CCOC(C)=O.CCOC(C)=O.CCOC(C)=O.CCOC(C)=O
HOMO-LUMO gap = 8.361 eV

```
! RIJCOSX wB97M-V def2-TZVPD def2/J DEFGRID3
* xyz 0 1
H 6.211 0.064 -1.197
N 6.066 0.164 -2.207
C 4.808 0.277 -2.361
C 3.814 0.286 -1.195
C 3.527 1.728 -0.775
C 4.617 2.555 -0.469
C 4.457 3.882 -0.065
C 3.161 4.379 0.079
C 2.065 3.568 -0.213
C 2.220 2.248 -0.670
N 1.138 1.379 -1.024
C 0.516 1.718 -2.326
C 1.487 1.673 -3.517
C 1.300 0.437 -4.415
F 2.432 0.052 -5.012
F 0.979 -0.585 -3.570
C 0.103 0.518 -5.398
F -0.269 -0.733 -5.680
F -0.955 1.083 -4.839
S 0.449 1.353 -7.061
F 1.664 2.190 -6.468
F 1.381 0.165 -7.521
F -0.816 0.601 -7.698
F -0.542 2.567 -6.703
F 0.710 2.052 -8.460
C 0.088 1.438 -0.050
C -0.387 2.628 0.511
C -1.425 2.662 1.438
C -2.050 1.476 1.840
O -3.092 1.399 2.708
C -3.050 2.337 3.794
C -2.002 1.962 4.849
C -1.818 3.143 5.846
C -1.562 0.261 1.302
C -2.252 -0.999 1.781
O -3.522 -1.079 1.126
O -4.402 -1.810 1.961
C -0.520 0.246 0.359
C -0.059 -1.075 -0.217
C 1.140 -1.681 0.506
C 1.763 -1.106 1.612
C 2.900 -1.717 2.167
C 3.391 -2.913 1.629
C 4.629 -3.637 2.187
C 2.744 -3.525 0.540
C 1.633 -2.888 -0.009
S 0.388 4.166 -0.001
H 4.424 0.399 -3.377
H 4.211 -0.303 -0.361
H 2.888 -0.167 -1.563
H 5.625 2.166 -0.550
H 5.314 4.509 0.150
H 2.963 5.394 0.409
H -0.349 1.065 -2.457
H 0.098 2.736 -2.296
H 2.538 1.646 -3.217
H 1.372 2.597 -4.090
H -1.730 3.628 1.823
H -4.039 2.286 4.278
H -2.918 3.380 3.483
H -1.037 1.707 4.399
H -2.402 1.128 5.433
H -2.550 3.011 6.647
H -2.052 4.104 5.374
H -0.806 3.178 6.251
H -2.426 -0.874 2.854
H -1.662 -1.901 1.610
H -4.829 -1.155 2.533
H 0.265 -0.919 -1.252
H -0.864 -1.812 -0.261
H 1.384 -0.182 2.039
H 3.396 -1.239 3.004
H 5.304 -2.913 2.633
H 4.247 -4.352 2.920
H 5.120 -4.127 1.344
H 3.128 -4.458 0.144
H 1.135 -3.356 -0.857
C -5.184 -1.059 -1.511
C -4.063 -0.847 -2.506
O -3.238 -2.011 -2.628
C -3.515 -3.047 -3.431
C -4.878 -3.154 -4.069
O -2.687 -3.909 -3.569
H -5.865 -1.852 -1.826
H -5.762 -0.143 -1.383
H -4.770 -1.357 -0.549
H -4.424 -0.523 -3.484
H -3.401 -0.062 -2.143
H -5.508 -3.789 -3.447
H -4.761 -3.615 -5.047
H -5.372 -2.198 -4.224
C -2.569 -5.737 -0.972
C -1.103 -5.543 -0.653
O -0.678 -6.366 0.441
C -0.298 -7.645 0.298
C -0.561 -8.354 -1.011
O 0.186 -8.223 1.233
H -2.784 -6.759 -1.288
H -2.873 -5.060 -1.767
H -3.177 -5.543 -0.086
H -0.465 -5.700 -1.524
H -0.936 -4.518 -0.326
H -1.497 -8.904 -0.931
H 0.252 -9.056 -1.187
H -0.603 -7.693 -1.874
C 8.948 1.480 0.196
C 7.681 1.863 0.932
O 6.688 0.835 0.843
C 6.643 -0.225 1.675
C 7.816 -0.504 2.583
O 5.698 -0.965 1.628
H 9.414 0.595 0.630
H 9.669 2.297 0.226
H 8.725 1.246 -0.846
H 7.865 2.132 1.972
H 7.236 2.737 0.460
H 8.470 -1.228 2.100
H 7.436 -0.929 3.510
H 8.391 0.379 2.852
C -8.454 5.662 3.153
C -6.975 5.887 3.385
O -6.469 5.044 4.426
C -6.069 3.780 4.228
C -6.388 3.095 2.921
O -5.519 3.197 5.127
H -8.660 4.645 2.820
H -8.831 6.353 2.398
H -9.009 5.815 4.078
H -6.386 5.771 2.474
H -6.811 6.906 3.733
H -7.306 2.521 3.042
H -5.573 2.416 2.677
H -6.496 3.774 2.079
*
```

Results of the Löwdin charge analysis, in e, for atoms 1 through 8: 0.021, 0.106, -0.217, -0.094, -0.117, -0.029, -0.059, -0.097